{"formula": "C31H21N5O8PRhSe2", "method": "the ωB97M-V functional and the def2-TZVPD basis", "lumo_energy_ev": [-0.64, -2.29], "spin_multiplicity": 5, "homo_lumo_gap_ha": [0.275, 0.222], "homo_ev": [-8.129, -8.339], "e_above_lowest_kj_mol": 86.9, "symbols": ["Rh", "O", "C", "N", "C", "O", "C", "C", "C", "C", "C", "N", "C", "C", "C", "C", "C", "N", "H", "H", "H", "H", "H", "H", "H", "H", "Se", "P", "Se", "C", "C", "C", "C", "C", "C", "C", "C", "C", "C", "C", "C", "H", "H", "H", "H", "H", "H", "H", "H", "H", "H", "O", "C", "O", "C", "C", "C", "C", "C", "C", "N", "O", "O", "N", "O", "O", "H", "H", "H"], "xyz": [[1.28, -0.48, -0.58], [4.12, 0.31, 2.23], [3.31, 0.28, 1.34], [2.80, -0.81, 0.69], [3.15, -2.11, 0.97], [3.98, -2.52, 1.74], [2.34, -3.08, 0.13], [2.57, -4.43, 0.22], [1.85, -5.29, -0.60], [0.93, -4.75, -1.49], [0.75, -3.38, -1.52], [1.43, -2.56, -0.72], [2.74, 1.58, 0.79], [3.08, 2.78, 1.38], [2.51, 3.94, 0.89], [1.65, 3.87, -0.19], [1.36, 2.63, -0.74], [1.88, 1.51, -0.25], [3.31, -4.78, 0.92], [2.00, -6.35, -0.55], [0.35, -5.37, -2.16], [0.05, -2.90, -2.20], [3.76, 2.76, 2.21], [2.74, 4.90, 1.35], [1.19, 4.76, -0.61], [0.68, 2.51, -1.58], [-1.24, -1.30, -0.07], [-1.71, -0.74, -2.93], [0.37, 0.09, -2.81], [-2.78, 0.60, -2.29], [-4.13, 0.57, -2.64], [-5.02, 1.48, -2.11], [-4.58, 2.43, -1.19], [-3.25, 2.46, -0.82], [-2.35, 1.55, -1.37], [-2.04, -0.64, -4.72], [-2.03, 0.57, -5.41], [-2.28, 0.60, -6.77], [-2.55, -0.58, -7.45], [-2.57, -1.79, -6.77], [-2.31, -1.81, -5.40], [-4.49, -0.16, -3.36], [-6.06, 1.45, -2.40], [-5.28, 3.14, -0.77], [-2.90, 3.19, -0.10], [-1.31, 1.59, -1.08], [-1.82, 1.49, -4.88], [-2.27, 1.54, -7.30], [-2.76, -0.56, -8.51], [-2.78, -2.71, -7.29], [-2.32, -2.76, -4.87], [0.22, -1.90, 2.31], [0.37, -0.68, 2.45], [0.46, 0.18, 1.52], [0.57, -0.12, 3.84], [0.89, 1.22, 3.99], [1.12, 1.71, 5.26], [1.03, 0.93, 6.40], [0.70, -0.40, 6.20], [0.47, -0.94, 4.95], [0.59, -1.27, 7.39], [0.32, -2.43, 7.20], [0.78, -0.76, 8.47], [1.49, 3.14, 5.41], [1.63, 3.78, 4.39], [1.59, 3.57, 6.53], [0.98, 1.87, 3.13], [1.20, 1.33, 7.38], [0.24, -1.99, 4.83]]}

***

{"formula": "C31H22BN3O4S3SbTa", "method": "the ωB97M-V functional and the def2-TZVPD basis", "lumo_energy_ev": [2.07, 1.24], "charge": -1, "spin_multiplicity": 2, "homo_lumo_gap_ha": [0.227, 0.223], "homo_ev": [-4.097, -4.821], "e_above_lowest_kj_mol": 132.2, "symbols": ["Ta", "O", "C", "C", "C", "C", "C", "C", "C", "N", "N", "C", "O", "C", "C", "C", "C", "C", "C", "H", "H", "H", "H", "H", "H", "H", "H", "H", "H", "S", "Sb", "S", "S", "C", "C", "C", "C", "N", "C", "C", "C", "C", "C", "C", "C", "H", "H", "H", "H", "H", "H", "H", "H", "O", "B", "O", "C", "C", "C", "C", "C", "C", "H", "H", "H", "H"], "xyz": [[-0.52, -0.13, 0.94], [0.64, 0.32, 2.25], [1.66, 0.36, 3.12], [1.43, 0.39, 4.49], [2.50, 0.39, 5.36], [3.80, 0.34, 4.89], [4.03, 0.33, 3.52], [2.98, 0.37, 2.61], [3.24, 0.43, 1.17], [2.37, 0.91, 0.38], [2.67, 1.06, -0.92], [1.81, 0.66, -1.78], [0.67, 0.02, -1.46], [2.05, 0.92, -3.21], [1.01, 0.78, -4.12], [1.23, 1.01, -5.47], [2.49, 1.39, -5.92], [3.53, 1.52, -5.01], [3.32, 1.28, -3.66], [0.40, 0.39, 4.83], [2.31, 0.40, 6.43], [4.63, 0.31, 5.58], [5.05, 0.32, 3.14], [4.20, 0.05, 0.81], [0.04, 0.46, -3.76], [0.42, 0.90, -6.17], [2.66, 1.57, -6.97], [4.52, 1.79, -5.36], [4.13, 1.35, -2.95], [-0.45, -2.39, 4.56], [-1.56, -2.33, 2.58], [-2.44, -0.05, 2.49], [0.37, -2.19, 0.05], [-3.89, -1.80, -1.71], [-4.61, -0.67, -2.06], [-4.13, 0.57, -1.68], [-2.95, 0.67, -0.96], [-2.27, -0.44, -0.61], [-2.73, -1.63, -0.98], [-2.37, 1.94, -0.51], [-2.90, 3.19, -0.86], [-2.30, 4.35, -0.41], [-1.18, 4.28, 0.40], [-0.66, 3.05, 0.76], [-1.24, 1.85, 0.32], [-4.22, -2.79, -1.98], [-5.54, -0.75, -2.62], [-4.69, 1.47, -1.94], [-2.13, -2.48, -0.70], [-3.78, 3.26, -1.49], [-2.71, 5.31, -0.69], [-0.71, 5.19, 0.75], [0.21, 3.00, 1.40], [1.95, -1.94, -2.29], [0.69, -1.53, -1.68], [-0.36, -1.86, -2.67], [0.29, -2.30, -3.77], [-0.25, -2.67, -4.99], [0.64, -3.10, -5.99], [2.00, -3.15, -5.76], [2.54, -2.77, -4.52], [1.67, -2.35, -3.55], [-1.31, -2.62, -5.17], [0.25, -3.38, -6.95], [2.67, -3.48, -6.55], [3.61, -2.80, -4.33]]}

***

{"formula": "C31H22Cl3N5O3S2W", "method": "the ωB97M-V functional and the def2-TZVPD basis", "lumo_energy_ev": [-7.98, -7.98], "charge": 2, "spin_multiplicity": 1, "homo_lumo_gap_ha": [0.194, 0.194], "homo_ev": [-13.267, -13.267], "e_above_lowest_kj_mol": 54.7, "symbols": ["W", "O", "C", "C", "C", "C", "C", "C", "C", "O", "N", "N", "C", "C", "C", "C", "C", "C", "C", "O", "H", "H", "H", "H", "H", "H", "H", "H", "H", "H", "N", "C", "C", "C", "C", "C", "C", "C", "C", "N", "C", "H", "H", "H", "H", "H", "H", "H", "H", "S", "C", "C", "C", "C", "C", "C", "S", "H", "H", "H", "H", "Cl", "C", "Cl", "Cl", "C", "N"], "xyz": [[-0.62, 0.30, -0.44], [3.44, 1.91, -0.14], [4.02, 0.75, 0.22], [5.26, 0.82, 0.81], [6.02, -0.30, 1.11], [5.56, -1.59, 0.80], [4.27, -1.66, 0.28], [3.44, -0.54, 0.01], [2.07, -0.67, -0.47], [1.36, 0.45, -0.52], [1.45, -1.79, -0.72], [0.19, -1.55, -1.07], [-0.35, -2.55, -1.73], [-1.59, -2.47, -2.43], [-2.08, -3.57, -3.13], [-3.13, -3.44, -3.97], [-3.72, -2.15, -4.16], [-3.25, -1.04, -3.53], [-2.19, -1.19, -2.62], [-1.66, -0.11, -2.08], [2.55, 1.80, -0.48], [5.65, 1.81, 0.98], [7.01, -0.12, 1.56], [6.14, -2.49, 0.98], [3.86, -2.65, 0.06], [0.26, -3.45, -1.85], [-1.64, -4.59, -2.96], [-3.56, -4.27, -4.54], [-4.53, -2.13, -4.86], [-3.60, -0.03, -3.79], [0.00, 1.93, 1.25], [0.91, 1.37, 2.17], [1.85, 2.12, 2.81], [2.68, 1.51, 3.74], [2.54, 0.15, 4.08], [1.60, -0.64, 3.36], [1.45, -2.03, 3.58], [0.51, -2.68, 2.87], [-0.14, -2.01, 1.80], [0.01, -0.74, 1.54], [0.82, -0.01, 2.39], [-0.85, 2.24, 1.75], [0.41, 2.76, 0.83], [2.06, 3.14, 2.49], [3.48, 2.09, 4.15], [3.26, -0.34, 4.79], [1.99, -2.53, 4.40], [0.32, -3.72, 2.98], [-0.68, -2.58, 1.08], [-2.66, 1.56, 0.08], [-2.59, 3.14, -0.74], [-3.63, 4.12, -0.66], [-3.54, 5.29, -1.38], [-2.42, 5.58, -2.19], [-1.42, 4.60, -2.27], [-1.50, 3.41, -1.55], [-0.18, 2.27, -1.62], [-4.49, 3.98, -0.05], [-4.32, 6.03, -1.27], [-2.31, 6.47, -2.76], [-0.53, 4.74, -2.88], [-5.48, -2.44, -0.44], [-4.22, -2.74, 0.72], [-4.79, -2.45, 2.32], [-3.48, -4.31, 0.57], [-3.12, -1.74, 0.47], [-2.24, -1.02, 0.28]]}

***

{"formula": "C31H23AlCl3FO5P", "method": "the ωB97M-V functional and the def2-TZVPD basis", "lumo_energy_ev": -0.02, "charge": -1, "spin_multiplicity": 1, "homo_lumo_gap_ha": 0.164, "homo_ev": -4.476, "symbols": ["C", "C", "Cl", "C", "Cl", "Al", "F", "P", "O", "Cl", "H", "H", "H", "H", "H", "H", "H", "C", "C", "C", "C", "C", "C", "C", "O", "C", "C", "C", "C", "C", "C", "C", "O", "H", "H", "H", "H", "H", "H", "H", "H", "C", "C", "C", "C", "C", "C", "C", "O", "C", "C", "C", "C", "C", "C", "C", "O", "H", "H", "H", "H", "H", "H", "H", "H"], "xyz": [[1.60, 5.07, 6.92], [0.95, 6.28, 7.61], [0.96, 5.97, 9.42], [-0.49, 6.66, 7.17], [-0.41, 8.33, 6.39], [-1.54, 5.46, 5.94], [-0.81, 3.89, 5.45], [-3.57, 4.87, 7.05], [-4.19, 6.31, 7.72], [-3.08, 3.56, 8.67], [1.40, 4.98, 5.86], [2.69, 5.15, 7.06], [1.31, 4.17, 7.47], [1.60, 7.15, 7.46], [-1.07, 6.83, 8.08], [-2.04, 6.29, 4.66], [-5.13, 6.18, 7.77], [-3.33, 1.01, 2.79], [-2.43, 1.75, 3.55], [-1.16, 2.02, 3.06], [-0.78, 1.52, 1.81], [-1.68, 0.75, 1.06], [-2.96, 0.51, 1.55], [-1.28, 0.18, -0.24], [-2.06, -0.49, -0.90], [0.09, 0.42, -0.74], [0.50, -0.16, -1.94], [1.78, 0.07, -2.41], [2.66, 0.89, -1.70], [2.26, 1.46, -0.51], [0.98, 1.22, -0.02], [0.57, 1.82, 1.29], [1.34, 2.53, 1.90], [-4.32, 0.82, 3.17], [-2.72, 2.13, 4.52], [-0.47, 2.60, 3.65], [-3.66, -0.07, 0.97], [-0.18, -0.79, -2.49], [2.10, -0.39, -3.34], [3.66, 1.07, -2.08], [2.94, 2.09, 0.05], [-2.16, -4.94, -3.31], [-1.25, -4.20, -2.56], [0.02, -3.95, -3.06], [0.39, -4.45, -4.30], [-0.51, -5.21, -5.05], [-1.79, -5.44, -4.55], [-0.12, -5.78, -6.36], [-0.91, -6.44, -7.01], [1.26, -5.54, -6.85], [1.66, -6.12, -8.05], [2.94, -5.90, -8.53], [3.82, -5.09, -7.82], [3.43, -4.51, -6.62], [2.15, -4.75, -6.13], [1.75, -4.15, -4.83], [2.52, -3.44, -4.21], [-3.15, -5.12, -2.93], [-1.53, -3.81, -1.59], [0.73, -3.37, -2.47], [-2.50, -6.02, -5.13], [0.98, -6.75, -8.61], [3.26, -6.35, -9.46], [4.82, -4.90, -8.20], [4.11, -3.89, -6.07]]}

***

{"formula": "C31H23BF4O2S", "method": "the ωB97M-V functional and the def2-TZVPD basis", "lumo_energy_ev": -1.37, "spin_multiplicity": 1, "homo_lumo_gap_ha": 0.161, "homo_ev": -5.742, "e_above_lowest_kj_mol": 523.2, "symbols": ["F", "C", "C", "C", "C", "C", "C", "C", "C", "C", "C", "C", "C", "C", "H", "H", "H", "H", "H", "H", "H", "H", "H", "H", "C", "C", "C", "C", "C", "B", "C", "C", "C", "C", "C", "F", "F", "F", "C", "C", "O", "C", "C", "C", "C", "C", "C", "O", "S", "H", "H", "H", "H", "H", "H", "H", "H", "H", "H", "H", "H", "H"], "xyz": [[-3.07, 3.30, 3.28], [-2.94, 2.56, 2.12], [-4.11, 2.18, 1.46], [-3.99, 1.55, 0.21], [-2.73, 1.19, -0.28], [-1.60, 1.37, 0.53], [-0.26, 0.64, 0.20], [0.84, 1.68, 0.12], [0.75, 2.42, -1.07], [1.63, 3.44, -1.32], [2.41, 3.85, -0.24], [2.38, 3.23, 1.00], [1.51, 2.17, 1.24], [-1.66, 2.17, 1.69], [-5.10, 2.43, 1.83], [-4.85, 1.20, -0.39], [-2.61, 0.69, -1.25], [-0.52, 0.34, -0.91], [0.02, 2.09, -1.82], [1.62, 3.82, -2.33], [3.02, 4.71, -0.41], [3.01, 3.57, 1.82], [1.45, 1.71, 2.23], [-0.79, 2.52, 2.28], [1.00, -5.72, -0.83], [0.94, -4.33, -0.31], [2.06, -3.64, 0.18], [1.81, -2.29, 0.35], [0.49, -1.77, 0.06], [0.27, -0.66, -1.31], [-0.06, -0.59, 1.11], [-1.35, -1.15, 1.43], [-1.66, -1.29, 2.74], [-0.77, -0.77, 3.69], [-1.19, -0.46, 5.08], [-0.52, -1.25, 5.96], [-0.95, 0.84, 5.44], [-2.52, -0.69, 5.28], [0.59, -0.55, 3.41], [0.95, -0.40, 2.13], [1.55, -0.19, -1.82], [1.35, -0.17, -3.16], [0.05, -0.65, -3.51], [-0.50, -0.42, -4.74], [0.32, 0.25, -5.63], [1.61, 0.69, -5.30], [2.19, 0.49, -4.05], [-0.65, -1.05, -2.42], [-0.42, -3.30, -0.29], [2.03, -6.11, -0.64], [0.26, -6.40, -0.37], [0.83, -5.72, -1.92], [3.03, -4.15, 0.34], [2.56, -1.63, 0.77], [-2.06, -1.26, 0.59], [-2.65, -1.66, 3.05], [1.30, -0.34, 4.20], [1.94, -0.15, 1.76], [-1.53, -0.76, -4.87], [-0.10, 0.41, -6.61], [2.20, 1.21, -6.04], [3.18, 0.81, -3.71]]}

***

{"formula": "C31H23BrClFeN4O5S", "method": "the ωB97M-V functional and the def2-TZVPD basis", "lumo_energy_ev": [-0.42, -1.19], "spin_multiplicity": 6, "homo_lumo_gap_ha": [0.272, 0.250], "homo_ev": [-7.828, -7.995], "e_above_lowest_kj_mol": 120.1, "symbols": ["Fe", "Cl", "C", "C", "C", "C", "O", "C", "C", "N", "C", "C", "C", "C", "C", "C", "C", "C", "N", "C", "C", "H", "H", "H", "H", "H", "H", "H", "H", "H", "H", "O", "C", "Br", "O", "C", "C", "C", "C", "C", "C", "C", "O", "O", "H", "H", "H", "H", "H", "N", "C", "S", "N", "C", "C", "C", "C", "C", "C", "H", "H", "H", "H", "H", "H", "H", "H"], "xyz": [[-0.94, 1.89, 1.07], [-8.02, 1.26, 2.98], [-6.36, 1.66, 2.67], [-5.99, 3.01, 2.58], [-4.68, 3.35, 2.34], [-3.69, 2.36, 2.16], [-2.46, 2.73, 1.93], [-4.09, 1.00, 2.25], [-3.12, -0.05, 2.19], [-1.89, 0.11, 1.85], [-0.91, -0.88, 2.09], [-1.11, -2.25, 2.18], [-0.05, -3.07, 2.54], [1.19, -2.52, 2.81], [1.41, -1.16, 2.69], [2.67, -0.50, 3.02], [2.83, 0.80, 2.78], [1.78, 1.58, 2.07], [0.49, 1.04, 2.14], [0.36, -0.32, 2.29], [-5.43, 0.68, 2.52], [-6.74, 3.77, 2.71], [-4.37, 4.38, 2.28], [-3.45, -1.03, 2.54], [-2.08, -2.67, 1.96], [-0.20, -4.14, 2.61], [2.01, -3.17, 3.12], [3.45, -1.09, 3.48], [3.75, 1.31, 3.02], [1.78, 2.63, 2.33], [-5.71, -0.37, 2.60], [-3.87, 1.66, -0.81], [-2.79, 1.57, -0.51], [-0.12, 4.09, 0.37], [1.14, 2.44, -3.00], [2.27, 1.68, -2.84], [3.17, 1.50, -3.89], [4.32, 0.76, -3.69], [4.59, 0.20, -2.45], [3.70, 0.38, -1.42], [2.52, 1.11, -1.60], [1.60, 1.29, -0.44], [2.29, 1.62, 0.62], [0.38, 1.13, -0.53], [1.25, 3.03, -3.76], [2.97, 1.96, -4.85], [5.02, 0.63, -4.51], [5.49, -0.38, -2.30], [3.89, -0.04, -0.44], [-1.40, 0.69, -3.33], [-1.21, -0.53, -2.75], [-2.47, -1.33, -2.02], [0.05, -1.00, -2.95], [0.78, -2.02, -2.33], [0.36, -2.75, -1.22], [1.19, -3.73, -0.69], [2.43, -3.99, -1.24], [2.86, -3.26, -2.34], [2.04, -2.29, -2.88], [-2.33, 1.06, -3.22], [-0.64, 1.36, -3.28], [0.61, -0.43, -3.57], [-0.61, -2.55, -0.78], [0.85, -4.28, 0.17], [3.07, -4.76, -0.81], [3.82, -3.45, -2.78], [2.37, -1.72, -3.74]]}

***

{"formula": "C31H23ClF2IO2PPt", "method": "the ωB97M-V functional and the def2-TZVPD basis", "lumo_energy_ev": [-3.16, -3.16], "spin_multiplicity": 1, "homo_lumo_gap_ha": [0.176, 0.176], "homo_ev": [-7.943, -7.942], "symbols": ["Pt", "C", "C", "C", "C", "C", "C", "P", "C", "C", "C", "C", "C", "C", "C", "C", "C", "C", "C", "C", "C", "C", "C", "C", "H", "H", "H", "H", "H", "H", "H", "H", "H", "H", "H", "H", "H", "H", "H", "H", "Cl", "C", "C", "C", "C", "O", "C", "C", "O", "C", "H", "H", "H", "H", "I", "C", "H", "H", "F", "C", "F", "H"], "xyz": [[-0.38, 0.22, -0.06], [3.80, -5.85, 0.52], [2.47, -5.72, 0.89], [1.83, -4.50, 0.79], [2.53, -3.40, 0.31], [3.86, -3.52, -0.05], [4.49, -4.75, 0.05], [1.67, -1.82, 0.09], [2.66, -0.50, -0.72], [2.72, 0.78, -0.18], [3.50, 1.75, -0.78], [4.24, 1.45, -1.91], [4.19, 0.17, -2.45], [3.39, -0.80, -1.86], [1.94, -1.18, 1.86], [3.10, -1.55, 2.50], [3.33, -1.25, 3.85], [2.38, -0.60, 4.58], [1.18, -0.17, 3.97], [0.17, 0.48, 4.70], [-0.98, 0.90, 4.10], [-1.15, 0.75, 2.71], [-0.16, 0.16, 1.99], [0.99, -0.40, 2.57], [4.30, -6.80, 0.61], [1.93, -6.58, 1.26], [0.79, -4.40, 1.08], [4.41, -2.66, -0.40], [5.53, -4.85, -0.25], [2.17, 1.02, 0.73], [3.52, 2.75, -0.37], [4.86, 2.20, -2.37], [4.77, -0.08, -3.32], [3.32, -1.78, -2.31], [3.86, -2.11, 1.97], [4.26, -1.56, 4.31], [2.51, -0.42, 5.63], [0.31, 0.62, 5.76], [-1.77, 1.37, 4.67], [-2.06, 1.11, 2.25], [-3.47, 6.59, 2.15], [-2.50, 5.29, 1.60], [-1.13, 5.31, 1.85], [-0.35, 4.26, 1.38], [-0.89, 3.19, 0.65], [-0.10, 2.34, 0.11], [-2.35, 3.15, 0.46], [-2.99, 2.08, -0.19], [-2.52, 0.94, -0.54], [-3.10, 4.24, 0.92], [-0.68, 6.12, 2.39], [0.72, 4.27, 1.51], [-4.04, 2.24, -0.44], [-4.17, 4.25, 0.75], [0.41, 1.98, -2.90], [-0.24, 0.10, -2.20], [0.46, -0.65, -2.53], [-1.26, -0.08, -2.56], [1.35, -2.45, -1.63], [-0.18, -1.80, 0.16], [-0.68, -2.32, 1.33], [-0.62, -2.39, -0.65]]}